[1]
{"formula": "C8H5Cl2NO4", "method": "the ωB97M-V functional and the def2-TZVPD basis", "symbols": ["C", "C", "C", "C", "C", "C", "C", "C", "N", "O", "O", "O", "O", "Cl", "Cl", "H", "H", "H", "H", "H"], "coordinates": [[-0.745, 0.612, -0.685], [0.138, -0.291, -1.161], [-0.573, 1.124, 0.676], [1.130, -0.996, -0.177], [0.422, 0.856, 1.486], [1.485, -0.112, 1.073], [3.737, 0.822, -0.816], [4.213, -0.493, -0.240], [3.452, -1.531, -0.181], [2.728, 0.921, -1.482], [3.642, -2.644, 0.200], [2.215, -1.513, -0.940], [2.559, -0.199, 1.647], [4.838, 2.066, -0.379], [5.692, -0.701, 0.578], [-1.582, 0.960, -1.239], [0.100, -0.885, -2.074], [-1.512, 1.542, 0.938], [0.559, -1.750, 0.180], [0.465, 1.334, 2.483]], "energy_ev": -43095.76643, "charge": 0, "e_above_lowest_ev": 4.860, "orbital_gap_ev": 8.5731, "smiles": "O=C(Cl)/C(Cl)=[N+](/[O-])O[C@@H]1C=CC=CC1=O"}



[2]
{"formula": "C16H54N4O12S", "method": "the ωB97M-V functional and the def2-TZVPD basis", "symbols": ["O", "H", "H", "H", "O", "H", "H", "H", "O", "H", "H", "H", "O", "H", "S", "O", "O", "O", "O", "C", "C", "C", "O", "C", "N", "H", "H", "H", "H", "H", "H", "H", "H", "H", "H", "H", "C", "C", "C", "O", "C", "N", "H", "H", "H", "H", "H", "H", "H", "H", "H", "H", "H", "C", "C", "C", "O", "C", "N", "H", "H", "H", "H", "H", "H", "H", "H", "H", "H", "H", "C", "C", "C", "O", "C", "N", "H", "H", "H", "H", "H", "H", "H", "H", "H", "H", "H"], "coordinates": [[6.854, -1.704, 3.478], [6.877, -0.769, 3.694], [6.163, -1.830, 2.824], [6.603, -2.221, 4.247], [1.828, -2.235, 5.312], [1.816, -1.286, 5.459], [2.084, -2.351, 4.394], [2.482, -2.683, 5.853], [1.620, 1.446, 0.195], [0.668, 1.352, 0.121], [1.986, 0.629, 0.542], [1.876, 2.171, 0.770], [3.315, -2.304, 1.126], [3.692, -2.395, 0.230], [3.854, 3.385, 4.677], [3.521, 3.979, 3.412], [2.824, 2.403, 4.930], [5.138, 2.647, 4.638], [3.938, 4.382, 5.693], [-2.017, -6.013, -2.559], [-0.511, -5.702, -2.182], [0.311, -4.901, -3.225], [0.469, -5.784, -4.347], [1.045, -5.198, -5.490], [-0.580, -4.930, -0.941], [-2.474, -6.728, -1.874], [-2.057, -6.492, -3.537], [-2.718, -5.180, -2.525], [0.009, -6.641, -1.986], [1.340, -4.641, -2.976], [-0.120, -3.921, -3.427], [0.259, -4.613, -5.966], [1.373, -5.942, -6.216], [1.970, -4.684, -5.226], [0.323, -4.574, -0.661], [-0.715, -5.588, -0.187], [-3.320, 2.286, 5.628], [-3.310, 1.260, 6.727], [-3.594, -0.118, 6.228], [-4.778, -0.178, 5.443], [-5.147, -1.559, 5.105], [-2.058, 1.377, 7.352], [-2.664, 1.893, 4.852], [-3.078, 3.271, 6.028], [-4.307, 2.280, 5.165], [-4.106, 1.483, 7.437], [-3.688, -0.729, 7.125], [-2.686, -0.347, 5.670], [-5.461, -2.099, 5.999], [-4.317, -2.062, 4.609], [-5.973, -1.484, 4.398], [-2.036, 2.364, 7.566], [-1.259, 1.361, 6.734], [-5.199, 1.315, -1.078], [-3.716, 1.659, -1.251], [-3.474, 3.180, -1.672], [-2.139, 3.435, -1.942], [-1.691, 4.624, -1.189], [-2.917, 1.121, -0.188], [-5.755, 1.483, -2.001], [-5.669, 1.864, -0.262], [-5.276, 0.237, -0.937], [-3.342, 1.060, -2.082], [-3.935, 3.819, -0.919], [-3.996, 3.558, -2.552], [-0.647, 4.724, -1.487], [-1.757, 4.493, -0.109], [-2.213, 5.507, -1.559], [-3.480, 1.080, 0.649], [-2.936, 0.123, -0.346], [2.617, 3.856, -6.670], [2.735, 2.377, -6.231], [3.731, 2.288, -5.054], [3.755, 0.931, -4.588], [4.978, 0.572, -3.972], [1.405, 1.889, -5.824], [2.129, 4.602, -6.042], [2.010, 3.783, -7.572], [3.643, 4.213, -6.756], [3.080, 1.718, -7.027], [3.412, 3.006, -4.297], [4.749, 2.569, -5.321], [4.862, -0.373, -3.441], [5.424, 1.289, -3.283], [5.691, 0.450, -4.787], [1.666, 0.994, -5.433], [0.990, 2.471, -5.112]], "energy_ev": -58815.12940, "charge": 0, "orbital_gap_ev": 2.6482}



[3]
{"formula": "C3H7NO4S", "method": "the ωB97M-V functional and the def2-TZVPD basis", "symbols": ["C", "C", "C", "N", "O", "O", "O", "O", "S", "H", "H", "H", "H", "H", "H", "H"], "coordinates": [[1.506, -1.298, -1.602], [0.836, -1.082, -0.457], [0.187, 0.201, -0.005], [0.251, 1.246, -0.773], [-0.685, 1.895, 1.878], [-0.620, -0.466, 2.531], [1.326, 0.539, 1.396], [-2.330, -0.165, 0.040], [-0.109, 0.607, 1.719], [1.988, -2.270, -1.845], [1.882, -0.481, -2.203], [0.451, -1.944, 0.309], [-0.227, 2.078, -0.531], [-2.515, 0.549, 0.658], [0.833, 1.503, -1.584], [-2.774, -0.912, 0.470]], "energy_ev": -23736.76104, "charge": 0, "e_above_lowest_ev": 3.102, "orbital_gap_ev": [10.4619, 10.4613]}



[4]
{"formula": "C59H93N19OS2", "method": "the ωB97M-V functional and the def2-TZVPD basis", "symbols": ["C", "C", "C", "C", "C", "C", "C", "C", "C", "C", "C", "C", "C", "C", "C", "C", "C", "C", "C", "C", "S", "C", "N", "C", "C", "C", "C", "O", "C", "N", "S", "N", "C", "H", "H", "H", "H", "H", "H", "H", "H", "H", "H", "H", "H", "H", "H", "H", "H", "H", "H", "H", "H", "H", "H", "H", "H", "H", "H", "H", "H", "H", "H", "H", "H", "H", "H", "H", "H", "H", "H", "H", "H", "H", "H", "H", "H", "H", "C", "C", "N", "H", "H", "H", "C", "C", "N", "H", "H", "H", "C", "C", "N", "H", "H", "H", "C", "C", "N", "H", "H", "H", "C", "C", "N", "H", "H", "H", "C", "C", "N", "H", "H", "H", "C", "C", "N", "H", "H", "H", "C", "C", "N", "H", "H", "H", "C", "C", "N", "H", "H", "H", "C", "C", "N", "H", "H", "H", "C", "C", "N", "H", "H", "H", "C", "C", "N", "H", "H", "H", "C", "C", "N", "H", "H", "H", "C", "C", "N", "H", "H", "H", "C", "C", "N", "H", "H", "H", "C", "C", "N", "H", "H", "H"], "coordinates": [[-0.829, 4.010, 0.303], [0.225, 4.189, -0.783], [1.484, 4.889, -0.300], [2.234, 4.131, 0.786], [2.703, 2.764, 0.356], [3.904, 2.828, -0.598], [3.636, 2.002, -1.850], [3.728, 0.499, -1.634], [4.908, 0.073, -0.771], [5.448, -1.289, -1.141], [4.426, -2.400, -0.936], [4.501, -3.050, 0.451], [3.140, -2.962, 1.155], [2.243, -4.173, 0.849], [0.921, -3.715, 0.212], [-0.149, -3.568, 1.270], [-1.359, -2.804, 0.762], [-2.412, -2.735, 1.887], [-3.094, -1.419, 2.050], [-3.883, -0.879, 1.140], [-4.081, -1.820, -0.344], [-4.571, 0.399, 1.340], [-5.425, 0.945, 0.433], [-5.381, 2.216, 0.293], [-4.204, 2.941, -0.254], [-6.547, 3.082, 0.670], [-4.367, 1.027, 2.507], [-4.990, 2.218, 2.815], [-3.525, 0.494, 3.462], [-3.251, 1.015, 4.630], [-2.240, 0.017, 5.349], [-2.111, -1.132, 4.218], [-2.874, -0.735, 3.255], [-1.455, 3.160, 0.098], [-0.391, 3.964, 1.283], [-1.474, 4.875, 0.295], [-0.222, 4.831, -1.527], [0.452, 3.257, -1.269], [1.206, 5.847, 0.110], [2.137, 5.010, -1.149], [3.074, 4.737, 1.086], [1.620, 4.041, 1.668], [1.905, 2.200, -0.091], [2.993, 2.213, 1.239], [4.808, 2.542, -0.092], [4.027, 3.854, -0.903], [2.610, 2.202, -2.125], [4.239, 2.340, -2.680], [2.828, 0.204, -1.122], [3.766, 0.026, -2.601], [4.551, -0.006, 0.245], [5.724, 0.779, -0.797], [5.795, -1.316, -2.161], [6.292, -1.506, -0.505], [3.432, -2.021, -1.102], [4.558, -3.171, -1.678], [5.212, -2.545, 1.074], [4.733, -4.095, 0.358], [3.260, -2.912, 2.226], [2.656, -2.055, 0.834], [2.738, -4.865, 0.191], [2.004, -4.679, 1.764], [0.585, -4.445, -0.510], [1.060, -2.782, -0.311], [-0.493, -4.536, 1.598], [0.256, -3.071, 2.142], [-1.760, -3.389, -0.047], [-1.085, -1.803, 0.475], [-3.170, -3.475, 1.673], [-1.978, -3.027, 2.823], [-3.125, -1.268, -1.094], [-4.566, 3.862, -0.678], [-3.706, 2.405, -1.038], [-3.519, 3.241, 0.524], [-7.330, 3.085, -0.061], [-6.954, 2.614, 1.547], [-6.229, 4.087, 0.882], [-4.544, 2.904, 2.324], [-9.573, 3.486, -3.308], [-8.744, 4.172, -2.336], [-8.064, 4.780, -1.639], [-10.367, 4.137, -3.653], [-8.992, 3.186, -4.171], [-10.030, 2.594, -2.879], [2.085, -5.794, 5.608], [2.451, -6.041, 4.226], [2.733, -6.227, 3.130], [1.098, -5.340, 5.672], [2.060, -6.723, 6.175], [2.797, -5.128, 6.091], [6.712, 1.630, 2.724], [5.930, 0.406, 2.732], [5.312, -0.560, 2.740], [6.357, 2.322, 1.963], [6.658, 2.142, 3.681], [7.761, 1.425, 2.518], [-5.996, -4.412, -2.772], [-5.547, -4.765, -4.107], [-5.189, -5.046, -5.160], [-6.983, -3.962, -2.793], [-6.047, -5.294, -2.136], [-5.321, -3.702, -2.299], [8.416, 2.397, 6.408], [7.859, 3.463, 5.592], [7.419, 4.303, 4.948], [9.415, 2.133, 6.069], [8.481, 2.701, 7.450], [7.794, 1.505, 6.354], [-10.624, 5.216, 0.598], [-11.542, 4.106, 0.417], [-12.268, 3.231, 0.264], [-10.832, 6.015, -0.111], [-10.699, 5.633, 1.600], [-9.596, 4.898, 0.441], [4.901, 7.094, -2.881], [5.474, 6.471, -1.700], [5.921, 5.972, -0.770], [4.798, 6.370, -3.687], [3.915, 7.500, -2.663], [5.532, 7.907, -3.233], [-8.572, 3.209, -7.851], [-9.508, 3.755, -6.898], [-10.212, 4.160, -6.092], [-9.034, 3.056, -8.825], [-7.706, 3.852, -7.989], [-8.259, 2.256, -7.459], [6.842, -1.657, -5.658], [5.662, -0.922, -5.239], [4.733, -0.342, -4.901], [6.677, -2.731, -5.611], [7.114, -1.412, -6.683], [7.699, -1.431, -5.028], [-3.527, -6.386, 2.930], [-2.217, -6.269, 3.545], [-1.179, -6.165, 4.023], [-4.192, -6.985, 3.549], [-3.978, -5.405, 2.798], [-3.453, -6.860, 1.954], [-2.131, -6.037, -5.590], [-0.829, -5.868, -4.966], [0.197, -5.733, -4.472], [-2.803, -6.601, -4.948], [-2.599, -5.078, -5.792], [-2.044, -6.571, -6.533], [-4.422, -0.966, 8.424], [-4.411, -2.089, 9.344], [-4.404, -2.977, 10.070], [-4.210, -0.032, 8.941], [-3.675, -1.090, 7.643], [-5.391, -0.862, 7.941], [10.492, 0.535, -4.876], [10.182, -0.792, -4.371], [9.940, -1.839, -3.972], [9.764, 1.267, -4.531], [11.472, 0.866, -4.544], [10.489, 0.551, -5.964], [15.174, 1.172, -5.651], [13.985, 1.899, -5.242], [13.047, 2.474, -4.917], [15.004, 0.098, -5.604], [15.450, 1.428, -6.672], [16.014, 1.411, -5.002], [-11.244, 0.262, -5.947], [-9.808, 0.428, -6.084], [-8.674, 0.563, -6.192], [-11.763, 0.672, -6.811], [-11.506, -0.792, -5.865], [-11.610, 0.773, -5.059], [-1.567, -3.911, 10.986], [-0.237, -3.860, 11.571], [0.812, -3.820, 12.033], [-2.246, -4.493, 11.604], [-1.989, -2.917, 10.883], [-1.542, -4.366, 9.999]], "energy_ev": -114713.88157, "charge": 0, "orbital_gap_ev": 7.4349}



[5]
{"formula": "C30H21Cl2F5GdN6O2", "method": "the ωB97M-V functional and the def2-TZVPD basis", "symbols": ["Gd", "N", "C", "N", "C", "N", "N", "C", "C", "C", "C", "C", "C", "N", "C", "C", "C", "C", "C", "C", "H", "H", "H", "H", "H", "H", "H", "H", "H", "H", "H", "Cl", "C", "C", "C", "C", "C", "Cl", "C", "N", "C", "C", "C", "C", "C", "C", "C", "C", "O", "O", "H", "H", "H", "H", "H", "H", "H", "H", "H", "H", "F", "C", "F", "C", "F", "F", "F"], "coordinates": [[1.293, 2.129, 0.738], [-3.342, 2.617, 0.644], [-2.041, 2.641, 0.356], [-1.124, 2.017, 1.034], [-1.510, 1.258, 2.148], [-0.652, 0.571, 2.825], [0.652, 0.641, 2.471], [1.354, -0.432, 2.611], [2.728, -0.466, 2.148], [3.495, -1.625, 2.281], [4.748, -1.675, 1.691], [5.211, -0.553, 1.022], [4.399, 0.577, 0.969], [3.185, 0.632, 1.504], [-2.914, 1.178, 2.503], [-3.383, 0.396, 3.561], [-4.731, 0.362, 3.847], [-5.636, 1.090, 3.078], [-5.195, 1.838, 2.004], [-3.836, 1.885, 1.715], [-4.004, 3.140, 0.084], [-1.732, 3.218, -0.513], [0.915, -1.351, 2.999], [3.099, -2.471, 2.823], [5.349, -2.570, 1.749], [6.179, -0.547, 0.543], [4.753, 1.479, 0.479], [-2.669, -0.178, 4.128], [-5.090, -0.233, 4.670], [-6.689, 1.070, 3.317], [-5.890, 2.385, 1.385], [-2.033, -1.065, 0.352], [-2.450, -1.967, -1.088], [-3.711, -2.514, -1.212], [-4.035, -3.220, -2.358], [-3.102, -3.342, -3.373], [-1.849, -2.770, -3.248], [-0.760, -2.859, -4.589], [-1.469, -2.085, -2.083], [-0.266, -1.456, -1.937], [0.981, -1.856, -2.439], [1.383, -3.186, -2.427], [2.652, -3.524, -2.858], [3.527, -2.539, -3.284], [3.124, -1.215, -3.302], [1.849, -0.859, -2.894], [1.363, 0.564, -2.941], [1.164, 1.140, -1.555], [0.809, 2.333, -1.384], [1.316, 0.396, -0.539], [-4.424, -2.399, -0.413], [-5.010, -3.663, -2.462], [-3.344, -3.875, -4.276], [-0.192, -0.834, -1.139], [0.700, -3.942, -2.065], [2.956, -4.557, -2.856], [4.520, -2.807, -3.611], [3.803, -0.455, -3.660], [0.391, 0.605, -3.443], [2.045, 1.211, -3.495], [3.662, 4.710, 1.988], [2.615, 3.890, 1.701], [2.928, 3.488, 0.266], [1.364, 4.768, 1.500], [0.833, 4.637, 0.236], [0.340, 4.188, 2.264], [1.395, 6.037, 1.810]], "energy_ev": -103949.72242, "charge": 1, "multiplicity": 8, "orbital_gap_ev": [6.2096, 6.3519]}